Entry 1:
Molecular formula: C22H19N6O2SZn
Method: DFT, ωB97M-V/def2-TZVPD

Cartesian coordinates (Å):
Zn (-0.506, -1.041, -0.327)
N (0.398, 5.367, 3.231)
C (0.140, 3.992, 3.095)
C (0.719, 3.077, 3.983)
C (0.394, 1.720, 3.920)
C (-0.546, 1.286, 2.987)
C (-1.193, 2.194, 2.149)
C (-0.860, 3.549, 2.221)
S (-0.992, -0.474, 2.881)
O (-2.456, -0.385, 2.899)
O (-0.441, -1.043, 4.112)
N (-0.415, -1.041, 1.512)
C (0.932, -0.883, 1.114)
N (1.807, -0.598, 2.091)
C (3.105, -0.456, 1.764)
C (3.607, -0.585, 0.491)
C (2.689, -0.883, -0.482)
N (1.380, -1.041, -0.236)
H (1.324, 5.548, 3.606)
H (0.222, 5.877, 2.372)
H (1.436, 3.407, 4.728)
H (0.868, 1.004, 4.585)
H (-1.954, 1.844, 1.458)
H (-1.386, 4.251, 1.583)
H (3.754, -0.224, 2.602)
H (4.656, -0.463, 0.274)
H (2.981, -1.010, -1.517)
C (1.407, 1.630, -4.828)
C (1.513, 1.778, -3.448)
C (0.867, 0.875, -2.599)
C (0.106, -0.186, -3.109)
C (0.012, -0.318, -4.503)
C (0.657, 0.583, -5.357)
N (-0.508, -1.045, -2.171)
N (-1.169, -1.968, -2.685)
C (-1.757, -2.789, -1.704)
C (-2.536, -3.876, -2.117)
C (-3.140, -4.720, -1.180)
C (-2.970, -4.483, 0.183)
C (-2.198, -3.404, 0.608)
C (-1.597, -2.566, -0.331)
H (1.909, 2.331, -5.491)
H (2.097, 2.593, -3.029)
H (0.955, 0.998, -1.522)
H (-0.567, -1.127, -4.940)
H (0.572, 0.464, -6.434)
H (-2.671, -4.066, -3.178)
H (-3.742, -5.561, -1.516)
H (-3.439, -5.138, 0.913)
H (-2.058, -3.208, 1.667)
H (-1.406, 0.216, -0.327)

Summary:
**E_LUMO (spin up / spin down)**: 2.36 / 2.36 eV
**Total charge**: -1
**Spin multiplicity**: 1
**DFT total energy**: -3506.1322 Ha
**Kohn-Sham gap (spin up / spin down)**: 6.13 / 6.13 eV


Entry 2:
Molecular formula: C22H19N8O2S4Zn
Method: DFT, ωB97M-V/def2-TZVPD

Cartesian coordinates (Å):
Zn (0.148, -0.822, 0.224)
N (-3.788, 0.507, 3.101)
C (-4.697, -0.516, 3.267)
C (-4.154, -1.552, 2.607)
N (-2.889, -1.256, 2.148)
C (-2.696, 0.023, 2.442)
C (-1.607, 0.925, 2.127)
N (-0.599, 0.744, 1.254)
C (0.105, 1.935, 1.276)
C (-0.315, 2.756, 2.247)
N (-1.492, 2.160, 2.747)
H (-3.918, 1.489, 3.400)
H (-5.558, -0.447, 3.881)
H (-4.519, -2.546, 2.517)
H (0.973, 2.027, 0.643)
H (0.027, 3.659, 2.631)
H (-1.966, 2.464, 3.579)
N (0.809, -7.201, 1.862)
C (0.648, -6.063, 2.045)
C (0.459, -4.693, 2.446)
C (0.212, -4.444, 3.802)
C (0.160, -3.094, 4.173)
C (0.283, -2.093, 3.262)
N (0.571, -2.372, 1.991)
C (0.717, -3.632, 1.579)
H (0.002, -5.226, 4.545)
H (0.096, -2.816, 5.233)
H (0.067, -1.060, 3.534)
H (0.928, -3.745, 0.492)
S (-1.520, -1.807, -1.175)
C (-1.998, -0.556, -2.206)
N (-1.253, -0.127, -3.207)
C (-1.940, 0.694, -4.311)
C (-3.381, 0.931, -3.766)
S (-3.649, 0.036, -2.209)
H (-0.250, -0.025, -3.015)
H (-2.051, 0.111, -5.238)
H (-1.414, 1.672, -4.450)
H (-4.139, 0.547, -4.431)
H (-3.656, 1.970, -3.678)
O (0.824, 2.269, -3.955)
S (1.422, 2.487, -2.635)
O (0.934, 3.624, -1.826)
N (1.146, 1.097, -1.784)
C (2.244, 0.464, -1.500)
S (2.377, -0.915, -0.390)
C (3.454, 1.204, -1.985)
C (4.866, 0.911, -1.916)
C (5.756, 1.896, -2.265)
C (5.353, 3.068, -2.917)
C (3.989, 3.321, -3.065)
C (3.072, 2.388, -2.578)
H (5.217, -0.076, -1.635)
H (6.820, 1.763, -2.051)
H (6.135, 3.703, -3.338)
H (3.636, 4.241, -3.529)

Summary:
**E_LUMO**: -2.97 eV
**Energy relative to the best compared isomer or geometry (same formula, charge and spin)**: 0.083 eV
**Total charge**: +1
**Spin multiplicity**: 1
**DFT total energy**: -4810.2094 Ha
**Kohn-Sham gap**: 8.51 eV


Copy entry 1 word for word.
Molecular formula: C22H19N6O2SZn
Method: DFT, ωB97M-V/def2-TZVPD

Cartesian coordinates (Å):
Zn (-0.506, -1.041, -0.327)
N (0.398, 5.367, 3.231)
C (0.140, 3.992, 3.095)
C (0.719, 3.077, 3.983)
C (0.394, 1.720, 3.920)
C (-0.546, 1.286, 2.987)
C (-1.193, 2.194, 2.149)
C (-0.860, 3.549, 2.221)
S (-0.992, -0.474, 2.881)
O (-2.456, -0.385, 2.899)
O (-0.441, -1.043, 4.112)
N (-0.415, -1.041, 1.512)
C (0.932, -0.883, 1.114)
N (1.807, -0.598, 2.091)
C (3.105, -0.456, 1.764)
C (3.607, -0.585, 0.491)
C (2.689, -0.883, -0.482)
N (1.380, -1.041, -0.236)
H (1.324, 5.548, 3.606)
H (0.222, 5.877, 2.372)
H (1.436, 3.407, 4.728)
H (0.868, 1.004, 4.585)
H (-1.954, 1.844, 1.458)
H (-1.386, 4.251, 1.583)
H (3.754, -0.224, 2.602)
H (4.656, -0.463, 0.274)
H (2.981, -1.010, -1.517)
C (1.407, 1.630, -4.828)
C (1.513, 1.778, -3.448)
C (0.867, 0.875, -2.599)
C (0.106, -0.186, -3.109)
C (0.012, -0.318, -4.503)
C (0.657, 0.583, -5.357)
N (-0.508, -1.045, -2.171)
N (-1.169, -1.968, -2.685)
C (-1.757, -2.789, -1.704)
C (-2.536, -3.876, -2.117)
C (-3.140, -4.720, -1.180)
C (-2.970, -4.483, 0.183)
C (-2.198, -3.404, 0.608)
C (-1.597, -2.566, -0.331)
H (1.909, 2.331, -5.491)
H (2.097, 2.593, -3.029)
H (0.955, 0.998, -1.522)
H (-0.567, -1.127, -4.940)
H (0.572, 0.464, -6.434)
H (-2.671, -4.066, -3.178)
H (-3.742, -5.561, -1.516)
H (-3.439, -5.138, 0.913)
H (-2.058, -3.208, 1.667)
H (-1.406, 0.216, -0.327)

Summary:
**E_LUMO (spin up / spin down)**: 2.36 / 2.36 eV
**Total charge**: -1
**Spin multiplicity**: 1
**DFT total energy**: -3506.1322 Ha
**Kohn-Sham gap (spin up / spin down)**: 6.13 / 6.13 eV


> What is the formula in the first record?

C22H19N6O2SZn